# 1
The following is a quantum chemistry calculation of a molecular structure, C27H33BrFeN6OSSbSe4, from the Open Molecules 2025 dataset.

The energy above the lowest of the compared OMol25 structures with the same formula, charge and spin comes out at 0.553 eV. As for the LUMO energy (alpha / beta): 1.99 / 1.99 eV. The value obtained for the orbital gap (alpha / beta) is 4.908 / 4.911 eV. The HOMO energy (alpha / beta) is -2.9 / -2.9 eV. The strongest force on any atom comes out at 0.44 eV/A.

Geometry as ORCA input:
```
! wB97M-V def2-TZVPD RIJCOSX def2/J DEFGRID3
* xyz -1 1
Fe 0.13408 0.58417 0.05916
C 2.64669 1.58130 -0.97522
N 1.25621 2.01403 -0.88547
C 1.16055 3.31398 -0.20436
C -0.09939 3.33152 0.57372
N -0.68516 2.22265 0.93034
C -1.86868 2.61507 1.56488
C -2.98155 1.88856 1.97737
C -4.03610 2.58247 2.53675
C -4.01682 3.97749 2.65949
C -2.94993 4.71704 2.19247
C -1.89350 4.00886 1.63962
N -0.74046 4.44068 1.00722
C 2.95107 0.84202 0.27755
N 2.01350 0.28596 0.99990
C 2.67851 -0.45128 1.97425
C 2.20452 -1.35576 2.92120
C 3.12454 -1.98195 3.74021
C 4.49926 -1.73457 3.62553
C 4.99165 -0.87204 2.66397
C 4.05938 -0.25580 1.83977
N 4.19875 0.58554 0.75018
H 2.73046 0.91422 -1.83474
H 3.33702 2.41536 -1.13914
H 0.91945 2.12514 -1.85780
H 2.00300 3.42919 0.48626
H 1.18100 4.12567 -0.93651
H -3.05363 0.83054 1.78327
H -4.92165 2.03919 2.84270
H -4.87662 4.48675 3.07567
H -2.95880 5.79877 2.20769
H -0.61412 5.35393 0.60569
H 1.14790 -1.56559 2.99487
H 2.77653 -2.68487 4.48611
H 5.18833 -2.24183 4.28821
H 6.05414 -0.70055 2.54815
H 5.05455 0.90713 0.33520
Se 1.37832 2.15287 -4.20726
Sb -2.51617 2.36851 -2.74970
Se -2.02473 0.38458 -1.10881
Se -0.25498 3.58314 -3.23603
Se -3.25660 4.23762 -1.35323
Br 0.15162 1.01938 3.99351
C -1.08816 -0.24885 3.31936
C -2.09767 -0.66196 4.17946
C -3.01527 -1.57448 3.69745
C -2.88639 -2.03672 2.39550
C -1.83938 -1.56195 1.62859
N -0.94051 -0.67729 2.08163
H -2.16231 -0.25283 5.17623
H -3.82918 -1.91059 4.32713
H -3.59314 -2.73442 1.96918
H -1.72861 -1.85476 0.59497
C 0.39974 -5.25489 -2.36349
C -0.69406 -4.19437 -2.44841
C -0.42244 -2.95165 -1.61110
S 1.11185 -2.09538 -2.01608
O 1.07384 -0.79391 -1.26060
C 0.86269 -1.76606 -3.77458
C -0.43450 -1.11562 -4.21301
C -0.43478 -0.89367 -5.72081
H 0.13465 -6.13515 -2.95021
H 0.55498 -5.57257 -1.33001
H 1.35533 -4.88256 -2.73635
H -1.63910 -4.61807 -2.09861
H -0.86262 -3.90560 -3.48735
H -0.29760 -3.21560 -0.55628
H -1.20780 -2.19250 -1.69297
H 1.03116 -2.73611 -4.25846
H 1.70884 -1.11819 -4.02540
H -0.53569 -0.16450 -3.69632
H -1.29368 -1.72304 -3.92188
H 0.38015 -0.22626 -6.00420
H -1.36488 -0.41282 -6.02612
H -0.33757 -1.83677 -6.26985
*
```


# 2
The following is a quantum chemistry calculation of a molecular structure, C27H33ClN2O4Sc, from the Open Molecules 2025 dataset.

The energy above the lowest of the compared OMol25 structures with the same formula, charge and spin comes out at 0.000 eV. As for the LUMO energy (alpha / beta): 2.73 / 2.68 eV. The value obtained for the orbital gap (alpha / beta) is 3.319 / 3.648 eV. The HOMO energy (alpha / beta) is -0.6 / -1.0 eV. The strongest force on any atom comes out at 3.07 eV/A.

Geometry as ORCA input:
```
! wB97M-V def2-TZVPD RIJCOSX def2/J DEFGRID3
* xyz -1 1
Sc -0.02392 0.17539 -0.41255
Cl 0.38522 1.26578 -2.41811
N 1.99813 -0.86456 -0.57828
N -2.03475 1.21879 -0.24980
C 3.07851 -0.25329 -0.13716
C -2.11797 2.43030 0.26021
C 2.44489 -1.93771 -1.51744
C 3.85971 -1.48123 -1.86323
C 1.51983 -2.05579 -2.71291
C 2.49800 -3.26534 -0.77056
H 1.40065 -1.08928 -3.20842
H 0.52719 -2.41751 -2.41529
H 1.95421 -2.77700 -3.41546
H 3.24872 -3.22206 0.03059
H 2.78713 -4.05469 -1.47468
H 1.51826 -3.51524 -0.34395
C -3.27963 0.97911 -1.04216
C -3.80213 2.39890 -1.24376
C -4.26321 0.17696 -0.19939
C -2.98965 0.24262 -2.33509
H -2.20852 0.75263 -2.90443
H -3.91177 0.20979 -2.92814
H -2.66319 -0.78777 -2.14360
H -4.54370 0.74181 0.69975
H -3.83309 -0.78957 0.09163
H -5.16850 -0.00493 -0.79056
O -3.04739 3.20904 -0.27186
H -4.86153 2.51145 -0.98711
H -3.59592 2.79169 -2.24953
O 4.18469 -0.48550 -0.82616
H 3.92215 -0.98929 -2.84440
H 4.60669 -2.27816 -1.77517
C 3.13025 0.63017 1.06285
C -1.28140 2.95408 1.37828
C 0.17625 3.04336 1.01131
H -1.40504 2.25936 2.23227
H -1.70197 3.91290 1.68417
C 0.95479 1.86588 1.11517
C 2.34734 1.90070 0.86278
H 0.52823 0.98660 1.65414
C 2.96102 3.11780 0.56551
C 2.17674 4.26508 0.50438
C 4.45506 3.21646 0.42351
C 0.80085 4.25446 0.71190
H 2.67121 5.22530 0.34168
C 0.03162 5.54770 0.72179
H 0.71405 6.38669 0.54935
H -0.44297 5.70450 1.69809
H -0.75033 5.60102 -0.04489
H 4.94956 2.87113 1.33942
H 4.74527 4.26045 0.26730
H 4.85734 2.63666 -0.41512
H 4.18090 0.81112 1.29751
H 2.70359 0.05761 1.90971
O -1.48814 -2.55942 -1.19593
C -1.27662 -2.45884 0.02799
O -0.73861 -1.39261 0.58974
C -1.60058 -3.53710 1.00473
C -1.22935 -3.38561 2.35186
C -1.48286 -4.41254 3.25933
C -2.11513 -5.58829 2.82847
C -2.49290 -5.73436 1.48739
C -2.23446 -4.71427 0.57287
H -0.74626 -2.45494 2.65314
H -1.17806 -4.27434 4.29532
H -2.30527 -6.37795 3.55161
H -2.98829 -6.65293 1.16000
H -2.51491 -4.80117 -0.48064
*
```


Question: The highest strongest force on any atom belongs to which entry?
Answer: C27H33ClN2O4Sc